An isolated molecule of C4H5BrO2, computed with the ωB97M-V functional and the def2-TZVPD basis.

Element x y z (Å)
C  1.0681  -0.1227  0.2190
C  3.3091  -1.8618  0.0159
C  2.8837  -0.5325  -0.0865
C  -0.7920  1.2335  0.0509
O  4.4765  -2.2051  -0.0329
O  0.6164  1.0729  0.1627
Br  3.9751  0.9617  0.0490
H  0.4385  -0.9997  0.2215
H  2.4790  -2.5959  0.0506
H  -1.3266  0.3472  0.4032
H  -1.0409  1.4085  -1.0002
H  -1.0740  2.1031  0.6424

Results
Energy ... -2879.7375 Eh
Energy above the lowest of the compared OMol25 structures with the same formula, charge and spin ... 394.9 kJ/mol
SMILES ... CO/C=C(\Br)C=O
HOMO-LUMO gap (spin up / spin down) ... 7.9 / 6.9 eV
HOMO energy (spin up / spin down) ... -8.2 / -7.8 eV